The following is a quantum chemistry calculation of a molecular structure, C31H43F2N3O5S3SbSiSn, from the Open Molecules 2025 dataset.

Geometry (Å):
Sn  -0.1169  -0.4635  2.2523
S  3.3384  -0.6382  5.9170
Sb  1.4433  -1.7425  5.1659
S  -0.3718  -0.1291  4.8397
S  1.7149  -2.1114  2.7096
F  -2.3711  -5.4616  2.7934
C  -2.6149  -4.1480  2.5442
C  -1.5793  -3.2443  2.5581
C  -1.8257  -1.9037  2.2712
C  -3.1527  -1.4826  2.0329
C  -4.1476  -2.4576  2.0092
F  -5.4454  -2.1364  1.7177
C  -3.9161  -3.7938  2.2503
C  -3.4455  -0.0345  1.8412
C  -4.7132  0.5551  1.9441
C  -4.8364  1.9208  1.7674
C  -3.7115  2.6899  1.5070
C  -2.4927  2.0373  1.4633
N  -2.3761  0.7281  1.6225
H  -0.5665  -3.5758  2.7646
H  -4.7184  -4.5163  2.2162
H  -5.5786  -0.0424  2.1726
H  -5.8129  2.3848  1.8475
H  -3.7670  3.7614  1.3661
H  -1.5641  2.5764  1.3044
C  4.6085  1.9379  2.8782
C  3.2152  1.9251  2.2962
O  2.3324  1.2640  2.7739
N  2.9971  2.7517  1.2076
C  1.7211  2.6994  0.5214
C  0.7128  3.7059  1.0262
C  -0.0159  4.5029  0.1444
C  -0.9997  5.3400  0.6461
C  -1.2217  5.3643  2.0131
C  -0.4277  4.5546  2.8161
N  0.5150  3.7516  2.3428
H  4.7889  0.9544  3.3098
H  4.6315  2.6571  3.6982
H  5.3777  2.2017  2.1479
H  3.8006  3.0822  0.7058
H  1.2930  1.6969  0.6419
H  1.8793  2.8536  -0.5479
H  0.1727  4.4459  -0.9195
H  -1.5887  5.9576  -0.0222
H  -1.9862  5.9917  2.4530
H  -0.5609  4.5378  3.8933
C  -0.0815  -3.8501  -3.1405
C  -1.0007  -3.1355  -2.1524
C  -2.4541  -3.2385  -2.6044
C  -0.8572  -3.7137  -0.7540
O  -0.6841  -1.7485  -2.1661
Si  0.4919  -0.8926  -1.3680
O  0.0797  -0.3195  0.0431
O  0.8579  0.3228  -2.4591
C  -0.0409  1.2003  -3.1182
C  -0.6270  0.5030  -4.3461
C  -1.1554  1.6569  -2.1783
C  0.7944  2.3960  -3.5683
O  1.8129  -1.8789  -1.3837
C  3.1971  -1.5677  -1.2336
C  3.7801  -1.3768  -2.6325
C  3.4015  -0.3092  -0.3961
C  3.8306  -2.7670  -0.5394
H  -0.3275  -4.9142  -3.1981
H  0.9547  -3.7405  -2.8206
H  -0.1877  -3.4094  -4.1352
H  -2.7645  -4.2836  -2.6805
H  -2.5782  -2.7608  -3.5792
H  -3.1005  -2.7331  -1.8845
H  -1.1640  -4.7633  -0.7371
H  -1.4919  -3.1603  -0.0644
H  0.1721  -3.6462  -0.3975
H  -1.1798  -0.3832  -4.0392
H  0.1798  0.1934  -5.0151
H  -1.2959  1.1773  -4.8890
H  -1.7925  0.8178  -1.8938
H  -1.7742  2.4199  -2.6608
H  -0.7282  2.0691  -1.2634
H  1.6475  2.0446  -4.1518
H  1.1743  2.9392  -2.7032
H  0.2028  3.0811  -4.1814
H  3.2774  -0.5488  -3.1346
H  3.6323  -2.2829  -3.2257
H  4.8517  -1.1650  -2.5760
H  2.9679  0.5573  -0.9018
H  4.4712  -0.1277  -0.2555
H  2.9406  -0.4209  0.5876
H  3.6178  -3.6763  -1.1076
H  3.4184  -2.8706  0.4652
H  4.9141  -2.6425  -0.4641

Results
* lowest unoccupied orbital energy (alpha / beta): 0.146 / 0.146 hartree
* charge: -2
* relative energy (zero: lowest compared OMol25 entry of this formula, charge and spin): 0.406 eV
* spin multiplicity: 2
* ⟨S²⟩: 0.757
* total energy: -105750.367 eV
* gap between HOMO and LUMO (alpha / beta): 0.1518 / 0.1722 hartree
* HOMO level (alpha / beta): -0.2 / -0.7 eV

***

The following is a quantum chemistry calculation of a molecular structure, C31H43FN4O2S6Ti, from the Open Molecules 2025 dataset.

Geometry (Å):
Ti  0.4118  0.7526  1.2664
C  4.1266  0.2699  0.4140
C  3.6622  0.7750  -0.9518
S  1.9237  0.4095  -1.2945
C  1.7467  1.3164  -2.8512
C  0.2992  1.7489  -3.1060
S  -0.6252  2.4366  -1.7184
C  0.1746  4.0359  -1.4581
C  1.5427  4.0568  -0.7818
S  1.5045  3.3507  0.8824
C  3.2707  3.4294  1.2683
C  3.6751  2.3496  2.2653
S  3.1516  0.6625  1.8915
H  5.1456  0.6286  0.5821
H  4.1678  -0.8207  0.4055
H  4.2803  0.2911  -1.7118
H  3.8199  1.8497  -1.0468
H  2.0696  0.6854  -3.6820
H  2.4065  2.1838  -2.8381
H  -0.2940  0.8851  -3.4155
H  0.2870  2.4501  -3.9439
H  -0.5402  4.6056  -0.8609
H  0.2566  4.5478  -2.4204
H  1.8689  5.0970  -0.7111
H  2.2826  3.5198  -1.3727
H  3.5095  4.4094  1.6851
H  3.8356  3.3252  0.3424
H  3.2310  2.5436  3.2433
H  4.7596  2.3702  2.3938
C  -5.7019  -1.2764  -4.4542
C  -4.9315  -1.2554  -3.1623
C  -3.7245  -0.5749  -3.0531
C  -3.0233  -0.5527  -1.8545
C  -3.5288  -1.2135  -0.7483
C  -4.7387  -1.8911  -0.8338
C  -5.4268  -1.9116  -2.0346
S  -2.6156  -1.2716  0.7823
O  -1.7838  -2.4433  0.7061
O  -3.5968  -1.2157  1.8343
N  -1.6703  0.0227  0.7236
C  -2.2354  1.2323  1.0830
C  -3.5945  1.5891  1.1079
C  -3.9353  2.8563  1.5191
C  -2.9467  3.7556  1.9151
C  -1.6381  3.3351  1.8505
N  -1.2874  2.1201  1.4175
H  -5.1606  -0.7606  -5.2466
H  -6.6720  -0.7897  -4.3383
H  -5.8889  -2.3002  -4.7826
H  -3.3313  -0.0451  -3.9140
H  -2.0908  -0.0088  -1.7624
H  -5.1338  -2.3883  0.0429
H  -6.3709  -2.4409  -2.0992
H  -4.3589  0.8778  0.8368
H  -4.9795  3.1427  1.5457
H  -3.1834  4.7465  2.2752
H  -0.8257  3.9816  2.1564
F  0.0153  0.4949  7.6487
C  0.1189  0.5501  6.2925
C  -0.1964  -0.5669  5.5476
C  -0.0788  -0.4940  4.1627
C  0.3389  0.6608  3.4778
C  0.6228  1.7553  4.3090
C  0.5281  1.7246  5.7000
H  -0.5308  -1.4692  6.0445
H  -0.3398  -1.3885  3.6012
H  0.9153  2.7095  3.8654
H  0.7523  2.5892  6.3130
C  3.5467  -5.8058  -0.9947
C  3.9154  -4.3354  -0.8507
N  3.1315  -3.6477  0.1630
C  2.0273  -2.8841  -0.0315
S  1.4580  -1.9993  1.2935
N  1.4627  -2.9552  -1.2423
C  0.1750  -2.3874  -1.6276
C  -0.8191  -3.4803  -1.9707
H  4.1505  -6.2841  -1.7671
H  2.4941  -5.9202  -1.2603
H  3.7070  -6.3349  -0.0556
H  3.8042  -3.8137  -1.8040
H  4.9664  -4.2299  -0.5794
H  3.5195  -3.5472  1.0865
H  1.8177  -3.6634  -1.8648
H  0.3353  -1.7197  -2.4789
H  -0.1795  -1.7966  -0.7880
H  -0.4236  -4.1489  -2.7424
H  -1.7414  -3.0402  -2.3528
H  -1.0687  -4.0573  -1.0818

Results
* lowest unoccupied orbital energy (alpha / beta): -0.004 / -0.004 hartree
* charge: 0
* relative energy (zero: lowest compared OMol25 entry of this formula, charge and spin): 0.169 eV
* spin multiplicity: 3
* ⟨S²⟩: 2.006
* total energy: -133745.401 eV
* gap between HOMO and LUMO (alpha / beta): 0.1969 / 0.2672 hartree
* HOMO level (alpha / beta): -5.5 / -7.4 eV

***

F_max: 0.6 0.9 (eV/Å)